Record 1
Computed, not measured: a cluster of 6 separate species, C30H55F3NO12 in total in a non-equilibrium geometry, with the ωB97M-V functional and the def2-TZVPD basis.

Positions of all 101 atoms, in Å:
O1 8.074 -2.443 9.432
H1 -2.606 -2.265 -0.533
C1 -1.510 2.764 -3.132
O2 -3.765 3.487 -6.244
H2 -8.024 -1.499 -10.824
H3 -4.055 0.682 -6.532
O3 1.136 -4.999 2.093
O4 -5.551 3.103 -7.460
H4 -7.263 -0.028 -12.669
H5 7.439 -4.448 7.292
H6 -2.422 -4.118 1.155
O5 -0.462 -4.602 0.640
C2 7.064 -2.822 8.614
H7 -2.713 1.451 -7.396
H8 -4.320 -2.487 -10.399
C3 -1.741 -4.051 0.305
H9 4.779 4.214 5.823
C4 -0.420 -3.327 2.750
C5 -4.086 -1.805 -11.216
H10 -8.000 -2.381 -12.361
H11 -2.141 -4.706 -0.468
C6 -7.379 -1.889 -11.612
H12 -6.729 -2.637 -11.159
C7 -1.629 -2.639 -0.230
C8 3.999 4.004 5.079
H13 -6.374 0.477 -7.440
H14 -4.144 0.975 -8.287
C9 2.343 3.663 7.324
H15 10.631 -3.079 8.959
H16 4.109 0.688 5.361
H17 -7.577 0.707 -8.716
O6 -2.969 -1.289 -2.801
H18 0.109 -2.391 2.575
H19 -4.828 0.207 -1.880
H20 -0.470 2.447 -3.056
H21 -1.942 2.695 -2.133
O7 -3.966 0.312 -10.154
H22 0.409 0.620 5.677
O8 -2.169 0.501 -3.783
H23 -3.006 -1.746 -11.326
H24 5.356 1.812 4.848
C10 -7.023 1.209 -7.921
C11 8.875 -3.368 10.164
F1 -0.600 -0.105 3.444
H25 -4.486 -2.204 -12.144
H26 10.655 -4.560 9.934
C12 -2.252 1.896 -4.126
H27 -5.947 -1.111 -13.056
C13 -6.584 -0.764 -12.242
H28 -1.786 1.980 -5.103
C14 5.082 1.664 6.955
C15 6.923 -4.280 8.237
F2 -1.479 1.756 4.134
C16 -3.796 1.375 -7.334
H29 -6.909 3.088 -8.944
H30 -1.488 -3.158 2.641
C17 -3.004 -0.092 -2.918
C18 -4.596 -0.431 -10.860
H31 -4.179 1.713 -2.497
O9 1.740 4.724 7.039
H32 5.776 4.195 3.764
F3 0.105 1.769 2.632
H33 4.427 3.250 3.074
H34 1.664 0.817 4.443
C19 1.029 2.651 5.380
C20 -4.343 2.738 -6.987
H35 5.865 -4.490 8.103
H36 5.108 2.551 7.578
H37 0.214 3.039 5.988
H38 -1.539 3.806 -3.448
H39 -3.413 0.933 -1.098
H40 4.290 4.984 3.157
C21 4.523 1.686 5.546
H41 -3.288 2.201 -4.252
C22 2.333 2.590 6.196
H42 7.301 -4.976 8.982
O10 2.925 3.411 8.395
C23 -3.907 0.759 -2.054
H43 -0.247 -3.642 3.776
H44 5.606 -0.378 6.891
C24 4.691 4.115 3.685
H45 3.204 4.741 5.108
C25 5.596 0.542 7.456
H46 6.058 0.529 8.434
O11 6.346 -1.981 8.157
O12 -5.817 -0.045 -11.271
H47 -0.967 -2.613 -1.094
H48 9.265 -2.801 11.008
H49 -7.729 1.562 -7.169
H50 9.667 -4.464 8.470
C26 10.024 -3.903 9.334
H51 -5.534 2.053 -9.261
C27 -0.312 1.193 3.782
N1 3.473 2.654 5.260
H52 8.260 -4.167 10.582
C28 -6.230 2.370 -8.485
H53 -1.215 -1.962 0.519
C29 0.743 1.244 4.845
H54 2.370 1.609 6.684
C30 0.137 -4.386 1.829
H55 1.203 3.328 4.541

Cartesian forces (eV/Å) of the 2 atoms listed first:
O -0.040 0.187 0.170
H 0.005 -0.037 -0.066

Computed properties:
Kohn-Sham gap	5.24	eV
total charge	-1
HOMO	-4.064	eV

=====

Record 2
Computed, not measured: a structure of composition C2HBr2N2 in a non-equilibrium geometry, with the ωB97M-V functional and the def2-TZVPD basis.

Positions of all 7 atoms, in Å:
Br1 -0.238 1.679 1.315
N1 0.450 3.053 -1.587
C1 -1.636 -0.110 0.096
N2 -0.107 3.008 -2.529
C2 -0.407 0.100 0.335
Br2 -3.332 0.169 0.044
H1 0.466 -0.275 -0.208

Cartesian forces (eV/Å) of the 2 atoms listed first:
Br 0.133 0.239 0.637
N -0.375 0.000 -0.793

Computed properties:
Kohn-Sham gap	7.43	eV
relative energy (zero: lowest compared OMol25 entry of this formula, charge and spin)	19.9	kcal/mol
total charge	+1
HOMO	-15.302	eV

=====

Record 3
Computed, not measured: the molecule C5H8O2, with the ωB97M-V functional and the def2-TZVPD basis.

Positions of all 15 atoms, in Å:
C1 0.747 0.032 -0.673
H1 -0.790 -2.105 1.202
C2 -1.600 0.018 0.192
H2 2.118 1.549 -0.023
H3 0.443 0.619 -1.548
C3 -2.552 0.668 0.539
H4 -0.778 -1.428 -1.081
C4 1.291 0.970 0.403
C5 -0.454 -0.809 -0.231
H5 1.197 -0.432 1.718
O1 -0.017 -1.661 0.829
H6 -3.392 1.255 0.842
O2 1.809 0.294 1.525
H7 0.504 1.688 0.689
H8 1.535 -0.661 -0.989

Cartesian forces (eV/Å) of the 2 atoms listed first:
C 0.044 -0.016 -0.020
H 0.130 0.059 -0.030

Computed properties:
Kohn-Sham gap	10.60	eV
relative energy (zero: lowest compared OMol25 entry of this formula, charge and spin)	55.6	kcal/mol
HOMO	-9.909	eV

=====

Record 4
Computed, not measured: a cluster of 5 separate species, C12H12ClF4O12 in total in a non-equilibrium geometry, with the ωB97M-V functional and the def2-TZVPD basis.

Positions of all 41 atoms, in Å:
O1 -6.613 6.594 1.374
H1 -4.878 3.204 2.345
O2 -5.155 4.842 1.134
O3 1.644 -6.850 -5.565
C1 2.077 1.960 -1.812
O4 -0.469 -6.171 -4.971
H2 1.376 -3.181 4.961
C2 0.833 -5.960 -5.388
H3 -4.176 4.672 4.064
C3 3.583 -1.123 5.084
H4 -0.259 -2.979 -5.349
H5 0.563 -0.607 4.160
C4 -4.366 4.088 1.966
C5 1.310 -1.036 4.829
H6 0.110 -3.805 -3.856
O5 4.216 1.223 -2.202
O6 2.468 -0.275 4.817
O7 3.139 -2.322 4.885
O8 4.703 -0.762 5.375
C6 3.229 1.149 -1.185
F1 0.815 -1.094 6.100
O9 1.081 -4.615 -5.523
H7 1.086 1.508 -1.776
F2 -2.872 5.514 3.038
H8 3.552 1.496 -0.203
C7 -1.180 -4.959 -4.976
C8 1.832 -2.372 4.390
C9 -0.033 -3.957 -4.926
F3 2.860 -0.158 -1.049
H9 -1.867 -5.040 -4.133
C10 3.764 1.756 -3.341
O10 -5.075 6.110 2.907
O11 4.480 2.202 -4.232
C11 -4.150 5.109 3.067
H10 -3.458 3.796 1.437
C12 -5.726 5.934 1.823
F4 -1.820 -4.830 -6.117
H11 1.806 -2.452 3.304
O12 2.487 2.040 -3.192
Cl1 -2.875 -1.608 0.133
H12 1.958 2.960 -1.396

Cartesian forces (eV/Å) of the 2 atoms listed first:
O 0.585 -0.423 0.592
H -0.097 -0.089 -0.120

Computed properties:
Kohn-Sham gap	6.32	eV
relative energy (zero: lowest compared OMol25 entry of this formula, charge and spin)	71.7	kcal/mol
total charge	-1
HOMO	-4.384	eV